{"formula": "C12H40NO12", "method": "the ωB97M-V functional and the def2-TZVPD basis", "elements": ["N", "H", "H", "H", "H", "C", "C", "O", "O", "H", "H", "H", "H", "H", "H", "C", "C", "O", "O", "H", "H", "H", "H", "H", "H", "C", "C", "O", "O", "H", "H", "H", "H", "H", "H", "C", "C", "O", "O", "H", "H", "H", "H", "H", "H", "C", "C", "O", "O", "H", "H", "H", "H", "H", "H", "C", "C", "O", "O", "H", "H", "H", "H", "H", "H"], "positions_angstrom": [[0.26088, -0.19392, -0.19585], [-0.36735, 0.03928, 0.55982], [0.73683, 0.66655, -0.42646], [-0.12085, -0.62076, -1.02782], [1.01380, -0.80954, 0.07657], [3.21375, -1.50979, -0.65235], [3.72300, -0.18780, -0.04600], [2.88199, 0.95721, -0.12364], [2.14960, -2.00496, 0.11981], [4.02751, -2.22508, -0.53303], [2.89775, -1.47949, -1.69510], [4.64972, 0.14570, -0.51298], [3.94204, -0.25432, 1.01969], [3.22681, 1.63695, 0.46002], [2.59331, -2.61944, 0.70900], [0.68081, 4.01251, 2.66970], [0.23433, 2.59835, 2.26647], [0.05119, 2.43906, 0.83469], [1.93218, 4.29599, 2.10026], [0.72632, 4.08405, 3.75639], [-0.05810, 4.77961, 2.43806], [-0.69710, 2.41828, 2.80324], [0.99287, 1.89794, 2.61594], [-0.54917, 3.15720, 0.62156], [1.75473, 4.56346, 1.19552], [0.19311, -2.36422, -2.85276], [-0.17929, -2.34771, -4.39886], [-1.15833, -3.40404, -4.62028], [-0.90931, -1.94776, -2.07374], [1.04402, -1.70654, -2.67519], [0.46659, -3.39386, -2.62224], [0.66411, -2.41346, -5.08622], [-0.63151, -1.37262, -4.57990], [-1.93907, -3.06417, -4.17697], [-1.67682, -2.23330, -2.57474], [-0.58445, -2.83798, 2.77134], [-0.37251, -4.17850, 3.51027], [0.96103, -4.25091, 3.97686], [-0.50824, -1.66615, 3.65041], [-1.49583, -2.91490, 2.17841], [0.26202, -2.67228, 2.10492], [-0.64572, -5.03349, 2.89184], [-0.98336, -4.24803, 4.41034], [1.04012, -3.48780, 4.55394], [-1.42436, -1.37967, 3.66607], [-0.49804, 2.59032, -3.07195], [0.99264, 2.55096, -2.56388], [1.39393, 1.19371, -2.42963], [-1.49453, 2.37363, -2.06064], [-0.56167, 1.84969, -3.86914], [-0.71930, 3.55271, -3.53340], [1.06189, 3.10453, -1.62748], [1.56314, 2.98846, -3.38316], [2.20870, 1.24165, -1.92420], [-1.61493, 3.12526, -1.47570], [-3.64422, 1.52322, 0.69824], [-3.16336, 0.12251, 0.30570], [-2.25237, -0.37679, 1.25239], [-4.61249, 1.51435, 1.71358], [-4.00934, 2.07356, -0.16889], [-2.77746, 2.02015, 1.13400], [-2.78285, 0.06173, -0.71392], [-4.02074, -0.55038, 0.29065], [-2.75972, -0.65825, 2.01724], [-4.32835, 0.82933, 2.32319]], "atomic_forces_ev_per_a": [[0.9, 0.8, -0.2], [-1.0, -0.5, 0.4], [-0.1, 0.5, -0.4], [-1.1, 0.1, -0.1], [0.0, -0.6, 0.9], [0.6, 1.1, 0.6], [1.1, 0.8, 0.1], [-1.1, -0.1, -0.7], [0.1, -0.9, 0.2], [0.3, 0.2, -0.5], [0.2, 0.4, 0.0], [0.4, -0.6, -0.3], [0.1, -1.0, 0.1], [0.0, 0.1, 0.2], [-0.7, -0.2, 0.6], [-0.4, -0.8, -0.1], [-0.2, 0.8, 0.5], [0.4, 0.4, 1.0], [0.4, 0.5, -0.1], [0.4, -0.3, 0.1], [-0.2, 0.0, -0.5], [-0.2, -0.5, -0.1], [-0.1, -0.1, -0.3], [-0.3, 0.0, -0.4], [0.2, 0.0, -0.1], [0.5, -0.5, -2.1], [-0.5, 0.0, 1.7], [1.0, 1.0, 0.0], [0.2, 0.0, -0.3], [-0.1, 0.1, 0.1], [0.1, 0.0, 0.2], [0.0, -0.6, 0.2], [-0.2, 0.1, -0.2], [-0.5, -0.4, -0.4], [-0.4, 0.1, 0.6], [0.8, -0.2, 0.6], [-0.3, 1.2, 0.5], [0.5, -0.5, -0.3], [-0.1, -1.7, -0.8], [-0.2, 0.5, 0.1], [0.0, -0.4, -0.3], [0.5, 0.0, -0.2], [-0.6, 0.2, -0.2], [0.2, 0.1, 0.2], [-0.7, 0.7, 0.5], [0.7, 0.7, 1.0], [-2.0, -0.2, -1.2], [-0.2, 0.3, 0.0], [0.4, -1.1, -0.5], [-0.4, -0.3, 0.3], [0.3, 0.2, -0.1], [0.3, 0.0, 0.0], [0.3, 0.4, 0.2], [0.3, -0.3, 0.3], [0.3, 0.2, -0.3], [0.7, -0.2, -0.1], [-1.2, 0.1, -0.1], [1.4, 0.3, -1.2], [-0.7, 0.1, -0.5], [-0.2, 0.0, 0.1], [0.5, 0.3, -0.5], [0.6, 0.3, 0.1], [-0.4, 0.1, 0.0], [-0.5, -0.5, 1.2], [0.0, -0.3, 0.7]], "total_energy_ha": -1438.57426, "orbital_gap_ev": [2.09, 9.12], "max_force_ev_per_a": 2.4, "total_charge": 0, "relative_energy_ev": 0.280, "spin_multiplicity": 2}